Record 1
A 2-piece molecular cluster, C4H2Cl4O2 overall. Source: the OMol25 dataset; level of theory: the ωB97M-V functional and the def2-TZVPD basis.

Results
* expectation value of S²: 2.01
* 2S+1: 3
* E: -2144.6963 Eh
* total charge: 0
* Kohn-Sham gap (spin up / spin down): 5.9 / 9.2 eV
* highest occupied orbital energy (spin up / spin down): -6.41 / -11.27 eV

Last column: natural (NBO) charge in e.
Geometry (Å):
Cl (-1.26, -1.93, -0.26)  0.1012
Cl (2.45, 0.01, 1.63)  -0.0313
Cl (-3.28, 0.04, -1.30)  -0.0199
Cl (-3.08, -0.75, 1.58)  0.0629
O (2.96, -1.48, -1.58)  -0.4166
O (-0.09, 0.82, 0.12)  -0.4972
C (-1.29, 0.75, 0.32)  0.3821
C (2.82, -0.55, -0.90)  0.4440
C (2.64, 0.47, -0.06)  -0.2144
C (-2.14, -0.49, 0.12)  -0.1902
H (-1.95, 1.71, 0.55)  0.1590
H (2.20, 1.40, -0.22)  0.2204

***

Record 2
C4H2ClN2O2 as an isolated structure. Source: the OMol25 dataset; level of theory: the ωB97M-V functional and the def2-TZVPD basis.

Results
* energy above the lowest of the compared OMol25 structures with the same formula, charge and spin: 133.63 kJ/mol
* E: -873.8066 Eh
* total charge: -1
* Kohn-Sham gap: 7.4 eV
* highest occupied orbital energy: -4.08 eV

Last column: natural (NBO) charge in e.
Geometry (Å):
Cl (0.54, 3.85, -1.66)  0.0950
O (3.36, -0.24, -0.67)  -0.7643
O (3.37, 1.74, -1.73)  -0.7099
N (1.50, 1.05, -0.56)  -0.4776
N (-0.87, 1.87, -0.64)  -0.4590
C (0.19, 2.43, -0.97)  0.2481
C (-0.68, 0.65, -0.09)  -0.2135
C (2.93, 0.85, -1.08)  0.8907
C (0.57, 0.16, -0.21)  0.0064
H (0.80, -0.79, 0.00)  0.2070
H (-1.66, 0.04, 0.04)  0.1773

***

Record 3
An isolated ion of composition C4H2ClN2O3 and charge -1. Source: the OMol25 dataset; level of theory: the ωB97M-V functional and the def2-TZVPD basis.

Results
* SMILES: O=C=NC(=O)N/C=C(/[O-])Cl
* energy above the lowest of the compared OMol25 structures with the same formula, charge and spin: 11.00 kJ/mol
* E: -949.1464 Eh
* total charge: -1
* Kohn-Sham gap: 7.4 eV
* highest occupied orbital energy: -3.79 eV

Last column: natural (NBO) charge in e.
Geometry (Å):
Cl (0.87, -1.52, 1.22)  -0.3594
O (-0.38, -2.86, -0.71)  -0.6594
O (3.19, 0.73, -0.94)  -0.5378
O (0.04, 2.35, 1.09)  -0.6542
N (-1.11, 0.52, 0.43)  -0.5777
N (0.90, 0.98, -0.52)  -0.5972
C (2.08, 0.88, -0.65)  0.9074
C (-0.07, 1.35, 0.43)  0.7940
C (-0.43, -1.78, -0.17)  0.5114
C (-1.22, -0.69, -0.29)  -0.4038
H (-2.04, -0.73, -1.00)  0.1877
H (-1.84, 0.76, 1.10)  0.3890

***

Record 4
An isolated ion of composition C4H2ClOS and charge -1. Source: the OMol25 dataset; level of theory: the ωB97M-V functional and the def2-TZVPD basis.

Results
* SMILES: [S-]c1coc(Cl)c1
* energy above the lowest of the compared OMol25 structures with the same formula, charge and spin: 21.53 kJ/mol
* E: -1087.1442 Eh
* total charge: -1
* Kohn-Sham gap (spin up / spin down): 5.9 / 5.9 eV
* highest occupied orbital energy (spin up / spin down): -2.78 / -2.78 eV

Last column: natural (NBO) charge in e.
Geometry (Å):
Cl (3.05, 0.52, -0.12)  -0.0232
S (-2.70, 0.34, -0.37)  -0.5690
O (0.96, -1.03, -0.03)  -0.4045
C (-0.36, -1.19, -0.02)  -0.0149
C (-1.01, 0.05, -0.02)  -0.2867
C (-0.18, 1.13, 0.20)  -0.2797
C (1.43, 0.13, 0.25)  0.1423
H (-0.47, 2.25, 0.39)  0.2415
H (-0.72, -2.19, -0.29)  0.1941

***

Record 5
A single C4H2F2 molecule. Source: the OMol25 dataset; level of theory: the ωB97M-V functional and the def2-TZVPD basis.

Results
* energy above the lowest of the compared OMol25 structures with the same formula, charge and spin: 281.85 kJ/mol
* E: -353.1534 Eh
* total charge: 0
* Kohn-Sham gap: 10.1 eV
* highest occupied orbital energy: -10.82 eV

Last column: natural (NBO) charge in e.
Geometry (Å):
F (-1.18, -0.98, -1.07)  -0.3133
F (-1.22, -0.93, 1.07)  -0.2749
C (-0.59, -0.44, 0.04)  0.7957
C (-0.59, 2.18, 0.04)  0.2339
C (-0.08, 1.05, -0.02)  -0.5245
C (0.85, -0.19, -0.02)  -0.4127
H (1.38, -0.39, 0.83)  0.2414
H (1.44, -0.30, -0.87)  0.2543

***

Record 6
A 2-piece molecular cluster, C4H2F2 overall. Source: the OMol25 dataset; level of theory: the ωB97M-V functional and the def2-TZVPD basis.

Results
* expectation value of S²: 2.05
* energy above the lowest of the compared OMol25 structures with the same formula, charge and spin: 219.87 kJ/mol
* 2S+1: 3
* E: -352.9853 Eh
* total charge: 0
* Kohn-Sham gap (spin up / spin down): 8.2 / 7.8 eV
* highest occupied orbital energy (spin up / spin down): -9.29 / -10.82 eV

Last column: natural (NBO) charge in e.
Geometry (Å):
F (0.28, -1.04, 0.73)  -0.2459
F (-1.18, 0.01, 1.96)  -0.2830
C (-0.56, -0.09, 0.76)  0.7982
C (-0.94, 0.64, -0.43)  0.0303
C (0.11, 1.36, 0.13)  -0.4698
C (1.12, 2.10, 0.32)  0.1707
H (0.73, -1.66, -1.46)  -0.0050
H (0.43, -1.31, -2.02)  0.0044

***

| no. | F_max (hartree/bohr) |
| --- | --- |
| 1 | 0.054 |
| 2 | 0.107 |
| 3 | 0.022 |
| 4 | 0.136 |
| 5 | 0.071 |
| 6 | 0.086 |